This record from OMol25 describes C8H2 in the gas phase. The level of theory is wB97M-V/def2-TZVPD.

Last column: natural (NBO) charge in e.
Element x y z (Å)
C  -3.082  0.398  -0.060  -0.04
C  -1.814  0.921  0.097  0.16
C  2.855  -0.916  0.038  -0.21
C  1.752  -0.503  -0.104  -0.03
C  -2.158  -0.653  -0.042  -0.03
C  -0.929  -1.076  -0.049  0.01
C  -0.429  1.142  -0.026  -0.31
C  0.125  -0.155  0.034  -0.05
H  3.805  -1.336  0.201  0.24
H  -0.126  2.178  -0.089  0.26

## Properties
Energy (eV): -8317.7751
LUMO level (spin up / spin down) (eV): -1.49 / -1.75
Orbital gap (spin up / spin down) (eV): 8.2 / 8.0
Energy relative to the best compared isomer or geometry (same formula, charge and spin) (kJ/mol): 313.6
HOMO (spin up / spin down) (Eh): -0.3548 / -0.3598